Below is the ion C8H12N5 with charge +1 at a distorted geometry, with properties calculated with ωB97M-V/def2-TZVPD.

The geometry in XYZ format:
```
25
Properties=species:S:1:pos:R:3:forces:R:3
C -2.647 -0.443 0.037 2.24 -0.63 0.41
C -2.416 0.934 0.032 0.17 -1.05 -0.07
C -1.595 -1.366 0.033 0.32 1.68 -1.44
C -0.248 0.533 0.056 2.87 -2.10 -0.76
C -3.424 1.945 -0.079 -1.05 2.16 -1.72
C -1.665 -2.823 -0.059 -1.85 -0.06 1.36
C 4.397 0.532 -0.121 -2.16 -3.21 1.34
C 3.007 1.158 0.202 -1.23 1.02 -0.92
N -1.165 1.410 -0.025 1.74 -0.14 0.54
N 1.850 -0.984 -0.037 1.29 -0.16 0.66
N 0.794 -1.614 0.011 -0.97 -2.57 -0.53
N 1.946 0.221 -0.049 -4.42 1.30 -1.01
N -0.362 -0.805 -0.017 0.63 2.82 0.91
H -3.542 -0.965 0.064 -2.16 0.03 0.01
H -3.159 2.908 0.419 0.63 -0.53 -1.15
H -3.585 2.023 -1.267 -0.15 0.34 2.74
H -4.299 1.771 0.494 -1.33 -1.03 -0.23
H -0.677 -3.176 0.195 -0.22 -0.78 0.12
H -2.481 -3.007 0.712 1.14 -0.73 -0.76
H -2.038 -3.210 -1.018 0.29 0.32 0.21
H 4.935 1.319 -0.456 2.18 2.06 -1.37
H 4.365 -0.378 -0.809 -0.26 1.69 0.36
H 4.870 0.090 0.764 -0.20 0.46 0.10
H 2.702 2.032 -0.546 1.10 -1.54 1.88
H 2.715 1.394 1.256 1.39 0.66 -0.69
```
Forces are in eV/Å.

The value obtained for the energy relative to the best compared isomer or geometry (same formula, charge and spin) is 139.86 kcal/mol. The HOMO energy is -13.41 eV. The total energy comes out at -585.35639 Eh. As for the charge: +1. The orbital gap is 8.465 eV. As for the LUMO energy: -0.182 hartree.